Computed, not measured: a structure of composition C6H9BNO4, with ωB97M-V/def2-TZVPD.

```
! RIJCOSX wB97M-V def2-TZVPD def2/J DEFGRID3
* xyz 1 1
O 2.02 1.09 -1.11
C 1.60 -0.64 1.64
C -0.37 1.44 0.27
H -0.96 1.90 1.02
H 0.52 -1.39 -0.88
O 2.15 -1.44 2.35
H -0.51 -0.62 -1.93
H -2.64 -0.05 0.72
B 1.69 1.19 0.18
C 0.13 -0.47 -1.11
C -2.00 -0.27 -0.20
H -0.59 2.02 -0.65
H -2.18 -1.30 -0.38
H -0.52 -0.33 2.09
O 2.25 0.40 1.02
H -2.32 0.50 -0.96
H -0.28 -1.77 1.39
C -0.01 -0.73 1.32
C 1.21 0.34 -1.86
N -0.55 -0.01 0.10
O 1.36 0.14 -3.00
*
```

## Properties
- E_LUMO: -4.4 eV
- Kohn-Sham gap: 0.392 Ha
- ΔE to the lowest compared entry with this formula, charge and spin: 1.5791 eV